# C4H11NO2

2 unconnected molecules or ions with the total composition C4H11NO2 in a non-equilibrium geometry (ωB97M-V with the def2-TZVPD basis set, the OMol25 dataset).

ORCA input file:
```
! wB97M-V def2-TZVPD RIJCOSX def2/J DEFGRID3
* xyz 0 1
C -0.24 -0.94 2.18
N -0.87 0.05 1.27
C -0.51 -0.36 -0.10
C -1.32 0.69 -0.99
C -2.17 -0.19 -1.89
O -1.67 -1.00 -2.63
H -0.56 -0.75 3.20
H 0.84 -0.97 2.06
H -0.73 -1.90 1.98
H -0.67 0.97 1.64
H -0.96 -1.35 -0.22
H 0.53 -0.29 -0.43
H -2.02 1.25 -0.37
H -0.66 1.31 -1.63
H -3.27 -0.06 -1.89
H 4.95 1.73 2.00
H 4.87 0.71 0.77
O 5.26 1.50 1.14
*
```

## Properties
HOMO level (eV): -9.2
Gap between HOMO and LUMO (eV): 9.66
SMILES: CNCCC=O.O

# C4H11NO2

2 unconnected molecules or ions with the total composition C4H11NO2 in a non-equilibrium geometry (ωB97M-V with the def2-TZVPD basis set, the OMol25 dataset).

ORCA input file:
```
! wB97M-V def2-TZVPD RIJCOSX def2/J DEFGRID3
* xyz 0 1
C 1.50 -1.77 -0.14
C 2.31 -0.55 -0.08
C 2.20 1.82 0.02
C -3.86 -0.04 0.54
H 0.45 -1.52 -0.28
H 1.65 -2.28 0.82
H 1.83 -2.52 -0.89
H 0.64 0.67 -0.48
H 2.68 1.80 0.98
H 2.82 2.09 -0.79
H 1.41 2.62 -0.02
H -3.63 -0.06 -1.48
H -3.08 -0.32 1.25
H -4.46 0.79 0.84
H -4.52 -0.93 0.54
N 1.58 0.58 -0.27
O 3.55 -0.49 0.13
O -3.08 0.10 -0.70
*
```

## Properties
HOMO level (eV): -9.5
Gap between HOMO and LUMO (eV): 10.11
SMILES: CNC(C)=O.CO

# C4H11NO2

2 unconnected molecules or ions with the total composition C4H11NO2 in a non-equilibrium geometry (ωB97M-V with the def2-TZVPD basis set, the OMol25 dataset).

ORCA input file:
```
! wB97M-V def2-TZVPD RIJCOSX def2/J DEFGRID3
* xyz 0 1
C -0.14 -0.43 1.46
N 0.87 -0.51 0.56
C 1.01 0.29 -0.70
C -0.26 0.09 -1.55
C -0.72 -1.38 -1.63
O -1.27 0.00 1.31
H 0.20 -0.76 2.46
H 1.77 -0.61 0.99
H 1.14 1.35 -0.46
H 1.95 -0.05 -1.13
H -1.05 0.73 -1.16
H 0.05 0.33 -2.57
H -1.49 -1.65 -2.36
H -0.95 -1.86 -0.67
H 0.11 -1.97 -2.04
H -0.79 1.53 2.12
H -0.07 2.88 2.52
O -0.35 2.02 2.85
*
```

## Properties
HOMO level (eV): -10.1
Gap between HOMO and LUMO (eV): 10.77
SMILES: CCCNC=O.O

# C4H11NO2

2 unconnected molecules or ions with the total composition C4H11NO2 in a non-equilibrium geometry (ωB97M-V with the def2-TZVPD basis set, the OMol25 dataset).

ORCA input file:
```
! wB97M-V def2-TZVPD RIJCOSX def2/J DEFGRID3
* xyz 0 1
C -2.21 -1.57 -2.24
C -1.44 -1.19 -1.01
O -1.89 -0.49 -0.13
O -0.20 -1.68 -1.00
H -2.95 -2.32 -1.95
H -1.57 -1.86 -3.07
H -2.80 -0.70 -2.51
C 0.88 0.92 0.78
C 1.09 2.05 1.79
N 1.86 -0.13 0.82
H -0.12 0.52 0.97
H 0.81 1.35 -0.20
H 0.39 2.01 2.63
H 0.93 3.05 1.38
H 2.30 -0.40 1.68
H 0.32 -1.52 -0.20
H 2.51 -0.13 0.05
H 2.10 2.09 2.21
*
```

## Properties
HOMO level (eV): -9.2
Gap between HOMO and LUMO (eV): 10.10
SMILES: CC(=O)O.CCN

Energy above the lowest of the compared OMol25 structures with the same formula, charge and spin per entry: 2.274; 1.380; 0.885; 0.538 eV